The following is a DFT calculation (the ωB97M-V functional and the def2-TZVPD basis) of a cluster of 5 separate species, C22H48BO9PS in total.

Output
Structure (SMILES) ... CCOB(O)[C@H](COCS)O[C@H](COC)P(C)C.CC(C)=O.CC(C)=O.CC(C)=O.CC(C)=O
Frontier orbital gap ... 0.29115 Ha
HOMO energy ... -7.38 eV
Energy above the lowest of the compared OMol25 structures with the same formula, charge and spin ... 0.00 kcal/mol

ORCA input file:
```
! wB97M-V def2-TZVPD RIJCOSX def2/J DEFGRID3
* xyz 0 1
C -0.263 2.040 4.594
C -0.092 2.826 3.309
O 1.297 2.884 2.980
B 1.637 3.226 1.698
O 2.214 4.451 1.419
C 1.518 2.182 0.500
C 0.410 2.656 -0.444
O -0.312 3.739 0.155
C -0.282 4.940 -0.546
S -1.303 4.955 -2.059
O 1.267 0.869 0.984
C 1.489 -0.153 0.031
C 0.219 -0.964 -0.167
O -0.042 -1.713 0.995
C -0.926 -2.786 0.774
P 2.964 -1.187 0.551
C 2.607 -2.852 -0.124
C 2.721 -1.415 2.355
H -1.265 2.213 4.985
H 0.482 2.327 5.329
H -0.178 0.977 4.379
H -0.482 3.840 3.418
H -0.643 2.317 2.516
H 1.611 5.190 1.535
H 2.473 2.208 -0.034
H 0.811 2.978 -1.405
H -0.296 1.843 -0.591
H 0.737 5.197 -0.838
H -0.659 5.698 0.127
H -2.408 4.495 -1.469
H 1.774 0.265 -0.935
H 0.320 -1.606 -1.043
H -0.616 -0.282 -0.381
H -0.686 -3.313 -0.151
H -0.828 -3.472 1.611
H -1.963 -2.439 0.736
H 3.540 -3.411 -0.100
H 1.857 -3.402 0.444
H 2.279 -2.784 -1.159
H 1.690 -1.312 2.675
H 3.080 -2.414 2.601
H 3.362 -0.705 2.869
C -2.580 -6.526 1.361
C -1.121 -6.813 1.101
C -0.483 -7.909 1.920
O -0.493 -6.193 0.275
H -2.925 -5.728 0.707
H -3.176 -7.421 1.173
H -2.722 -6.234 2.403
H -1.003 -8.854 1.751
H -0.550 -7.668 2.982
H 0.562 -8.015 1.640
C 1.321 0.991 -4.743
C 0.606 0.057 -3.797
C -0.896 0.186 -3.722
O 1.209 -0.748 -3.125
H 2.391 0.804 -4.701
H 0.964 0.836 -5.762
H 1.121 2.027 -4.465
H -1.337 0.003 -4.703
H -1.168 1.196 -3.407
H -1.292 -0.534 -3.009
C -1.745 -5.512 -2.537
C -3.177 -5.969 -2.645
C -3.507 -6.920 -3.772
O -4.024 -5.601 -1.864
H -1.638 -4.843 -1.690
H -1.088 -6.369 -2.389
H -1.447 -4.995 -3.451
H -2.910 -7.829 -3.680
H -3.276 -6.456 -4.732
H -4.563 -7.176 -3.739
C -0.024 9.313 0.692
C 0.930 8.387 1.405
C 2.018 9.026 2.230
O 0.828 7.184 1.316
H -0.754 8.733 0.134
H -0.540 9.945 1.416
H 0.527 9.958 0.006
H 1.577 9.648 3.010
H 2.641 9.660 1.598
H 2.632 8.254 2.686
*
```

These are the Mulliken partial charges, in e, on atoms 1 to 4: atom 1 (C): -1.302, atom 2 (C): 0.235, atom 3 (O): -0.451, atom 4 (B): 0.847

---

The following is a DFT calculation (the ωB97M-V functional and the def2-TZVPD basis) of a cluster of 7 separate species, C22H48ClF10N2O14P2 in total at a distorted geometry.

Output
Frontier orbital gap ... 0.24628 Ha
HOMO energy ... -11.33 eV

ORCA input file:
```
! wB97M-V def2-TZVPD RIJCOSX def2/J DEFGRID3
* xyz 1 1
C -0.142 -3.342 2.873
C 0.638 -2.504 1.857
F 1.935 -2.351 2.308
C 0.755 -3.207 0.466
C -0.568 -3.241 -0.214
O -1.733 -3.321 0.406
N -0.478 -3.029 -1.487
C -1.659 -2.821 -2.351
F -1.198 -2.533 -3.563
F -2.347 -3.970 -2.367
C -2.667 -1.664 -1.894
F -3.785 -2.224 -1.480
F -2.902 -0.906 -2.943
F -2.193 -0.907 -0.917
C 0.924 -3.050 -1.978
P 0.965 -4.659 -2.992
O 2.457 -4.536 -3.593
Cl 1.138 -6.035 -1.466
C 1.719 -2.645 -0.675
P 3.410 -3.441 -0.409
N 4.378 -2.776 0.588
C 1.839 -1.089 -0.751
F 2.138 -0.503 0.420
F 0.583 -0.596 -1.112
C 2.831 -0.502 -1.803
F 2.963 -1.406 -2.829
F 4.035 -0.278 -1.271
H -0.526 -4.273 2.456
H -0.996 -2.791 3.268
H 0.535 -3.580 3.696
H 0.190 -1.512 1.738
H 1.055 -4.239 0.700
H -2.191 -4.174 0.310
H 1.053 -2.333 -2.787
H 2.408 -4.912 -4.490
H 3.930 -3.594 -1.698
H 3.045 -4.750 -0.057
H 4.133 -1.943 1.110
H 2.418 0.431 -2.199
C -1.722 1.897 2.192
C -1.344 2.453 0.837
O 0.018 2.876 0.852
O -1.506 2.849 3.214
H -2.780 1.630 2.217
H -1.127 0.992 2.395
H -1.927 3.349 0.631
H -1.530 1.724 0.041
H 0.592 2.105 0.895
H -0.678 3.308 3.017
C 5.535 -7.320 -3.378
C 4.484 -8.163 -4.064
O 3.653 -7.330 -4.892
O 4.898 -6.306 -2.618
H 6.145 -7.916 -2.700
H 6.196 -6.874 -4.133
H 3.816 -8.599 -3.323
H 4.933 -8.968 -4.651
H 4.174 -7.075 -5.661
H 4.133 -6.036 -3.136
C -4.185 4.830 1.622
C -5.079 5.540 2.612
O -5.728 4.586 3.452
O -4.929 3.900 0.842
H -3.722 5.542 0.936
H -3.398 4.294 2.168
H -5.875 6.065 2.086
H -4.508 6.263 3.201
H -5.072 4.220 4.055
H -5.571 3.503 1.445
C 4.823 0.769 3.126
C 3.926 1.458 4.128
O 3.398 0.507 5.056
O 4.111 -0.271 2.467
H 5.167 1.472 2.368
H 5.702 0.354 3.635
H 3.058 1.878 3.620
H 4.453 2.268 4.638
H 4.109 0.229 5.644
H 3.576 -0.699 3.148
C -5.699 4.184 -2.586
C -6.346 2.844 -2.326
O -6.825 2.266 -3.544
O -6.605 5.072 -3.215
H -5.385 4.636 -1.646
H -4.811 4.046 -3.223
H -7.226 2.970 -1.698
H -5.647 2.167 -1.821
H -6.067 2.014 -4.080
H -7.107 4.554 -3.855
C 1.025 5.962 1.485
C -0.356 6.453 1.116
O -0.572 7.783 1.581
O 1.223 6.012 2.891
H 1.142 4.924 1.183
H 1.787 6.567 0.973
H -1.107 5.846 1.624
H -0.516 6.379 0.035
H -0.038 8.386 1.052
H 0.827 6.837 3.198
*
```

These are the Mulliken partial charges, in e, on atoms 1 to 4: atom 1 (C): -1.377, atom 2 (C): 0.456, atom 3 (F): -0.270, atom 4 (C): -0.723

---

The following is a DFT calculation (the ωB97M-V functional and the def2-TZVPD basis) of a structure of composition C22H48F3N10Rh at a distorted geometry.

Output
Frontier orbital gap (alpha / beta) ... 0.33326 / 0.24043 Ha
HOMO energy (alpha / beta) ... -13.22 / -14.16 eV
Energy above the lowest of the compared OMol25 structures with the same formula, charge and spin ... 0.00 kcal/mol
<S²> ... 6.012

ORCA input file:
```
! wB97M-V def2-TZVPD RIJCOSX def2/J DEFGRID3
* xyz 2 5
Rh -0.019 0.675 0.119
C -5.009 -0.351 1.070
N -4.304 0.692 0.317
C -5.225 1.729 -0.156
C -2.984 0.724 0.122
N -2.084 -0.171 0.393
C -2.254 -1.539 0.858
C -1.033 -2.331 0.428
N 0.225 -1.678 0.803
C 0.453 -1.666 2.254
C -0.014 -0.371 2.918
N 0.642 0.749 2.265
C 1.037 1.771 3.025
N 2.142 2.486 2.736
C 3.327 1.879 2.158
C 2.260 3.898 3.066
N 0.375 2.093 4.159
C 1.054 2.623 5.334
C -1.074 2.027 4.247
C 1.348 -2.261 0.056
C 2.428 -1.218 -0.183
N 1.828 -0.133 -0.935
C 2.435 0.386 -1.992
N 1.718 0.925 -3.011
C 2.196 2.084 -3.759
C 0.358 0.491 -3.294
N 3.777 0.362 -2.135
C 4.692 0.477 -1.012
C 4.433 0.264 -3.432
N -2.362 1.875 -0.478
C -2.497 3.146 0.238
C -2.547 1.976 -1.931
H -5.900 0.095 1.505
H -4.410 -0.742 1.883
H -5.331 -1.163 0.416
H -6.100 1.246 -0.588
H -4.790 2.362 -0.915
H -5.554 2.343 0.684
H -3.120 -2.026 0.413
H -2.361 -1.577 1.944
H -1.057 -2.418 -0.658
H -1.088 -3.344 0.845
H 1.522 -1.763 2.442
H -0.048 -2.514 2.734
H 0.262 -0.420 3.976
H -1.102 -0.289 2.869
H 3.099 0.862 1.866
H 4.138 1.880 2.893
H 3.658 2.444 1.291
H 1.280 4.317 3.276
H 2.664 4.418 2.197
H 2.931 4.069 3.910
H 2.123 2.444 5.265
H 0.677 2.103 6.216
H 0.874 3.692 5.469
H -1.502 1.899 3.254
H -1.445 2.965 4.664
H -1.409 1.215 4.896
H 0.985 -2.583 -0.919
H 1.764 -3.134 0.570
H 3.248 -1.690 -0.728
H 2.813 -0.878 0.783
H 3.074 2.507 -3.280
H 1.422 2.851 -3.761
H 2.436 1.827 -4.792
H 0.343 -0.541 -3.652
H -0.058 1.132 -4.066
H -0.292 0.546 -2.417
H 4.147 0.687 -0.100
H 5.380 1.304 -1.198
H 5.284 -0.431 -0.880
H 3.720 0.013 -4.212
H 5.181 -0.528 -3.385
H 4.945 1.192 -3.698
H -2.308 2.992 1.300
H -3.478 3.613 0.120
H -1.755 3.838 -0.150
H -2.556 0.977 -2.368
H -1.724 2.545 -2.353
H -3.470 2.489 -2.215
F 1.995 2.921 -0.607
C 0.671 2.737 -0.381
F 0.067 3.255 -1.490
F 0.344 3.594 0.626
*
```

These are the Mulliken partial charges, in e, on atoms 1 to 4: atom 1 (Rh): 1.051, atom 2 (C): -1.094, atom 3 (N): 0.108, atom 4 (C): -1.154